# 1
Here is one molecule with the formula C7H8 from OMol25. Energies are from ωB97M-V/def2-TZVPD.

```
15
Properties=species:S:1:pos:R:3:nbo_charge:R:1
C -0.50 1.21 -0.17 -0.59
C 0.09 -0.21 0.09 -0.16
C 0.99 -0.13 1.32 -0.58
C -0.97 -1.26 0.38 -0.06
C -2.12 -0.88 0.35 -0.14
C 0.77 -0.63 -1.13 -0.01
C 1.29 -0.95 -2.16 -0.22
H -1.18 1.24 -1.03 0.22
H 0.33 1.90 -0.38 0.22
H -1.04 1.59 0.71 0.21
H 0.37 0.13 2.19 0.21
H 1.45 -1.10 1.49 0.22
H 1.75 0.64 1.17 0.21
H -2.98 -0.27 0.24 0.23
H 1.76 -1.26 -3.07 0.24
```

Values from the calculation:
SMILES: C#CC(C)(C)C#C
Charge: 0
Energy relative to the best compared isomer or geometry (same formula, charge and spin) (kcal per mole): 125.7
Largest force on an atom (Eh/bohr): 0.0339
Highest occupied orbital energy (eV): -9.8
Orbital gap (hartree): 0.377
Total energy (eV): -7383.2974
E_LUMO (eV): 0.46


# 2
Here is C34H31Cl4FGeN5O6W as an isolated structure from OMol25. Energies are from ωB97M-V/def2-TZVPD.

```
83
Properties=species:S:1:pos:R:3:lowdin_spin:R:1
W -0.44 0.46 -0.32 0.87
Cl 5.50 0.80 -4.34 0.00
C 4.16 0.36 -3.36 0.00
C 3.43 -0.80 -3.67 0.00
C 2.35 -1.18 -2.90 0.00
C 1.95 -0.40 -1.81 0.01
O 0.93 -0.78 -1.06 0.03
C 2.70 0.75 -1.48 0.00
C 2.44 1.44 -0.27 0.01
N 1.39 1.30 0.47 0.01
C 1.32 1.93 1.74 0.00
C 2.34 2.56 2.40 0.00
C 2.13 3.15 3.66 0.00
C 0.91 3.08 4.27 0.00
C -0.16 2.40 3.63 0.00
C -1.43 2.25 4.21 0.00
C -2.40 1.55 3.54 0.00
C -2.11 1.01 2.29 0.00
N -0.92 1.13 1.72 0.00
C 0.07 1.82 2.38 0.00
C 3.82 1.11 -2.27 0.00
H 3.73 -1.40 -4.52 0.00
H 1.79 -2.08 -3.12 0.00
H 3.22 2.12 0.07 0.00
H 3.33 2.61 1.97 0.00
H 2.95 3.65 4.15 0.00
H 0.75 3.53 5.24 0.00
H -1.63 2.67 5.19 0.00
H -3.39 1.41 3.96 0.00
H -2.85 0.47 1.72 0.00
H 4.40 1.98 -2.01 0.00
C -3.76 -2.78 -6.62 0.00
C -4.52 -1.91 -5.63 0.00
N -3.79 -1.73 -4.36 0.00
C -3.06 -0.63 -4.21 0.00
C -2.28 -0.36 -3.10 0.00
C -1.46 0.89 -3.13 0.01
O -1.73 1.78 -3.90 0.00
O -0.42 0.89 -2.32 0.03
C -2.28 -1.27 -2.04 0.00
O -1.68 -1.10 -0.93 0.02
C -3.06 -2.48 -2.20 0.00
C -3.06 -3.45 -1.19 0.00
C -3.78 -4.60 -1.36 0.00
F -3.82 -5.50 -0.37 0.00
C -4.50 -4.86 -2.54 0.00
C -4.51 -3.90 -3.53 0.00
C -3.80 -2.70 -3.37 0.00
N -5.23 -6.07 -2.74 0.00
C -6.62 -6.03 -2.30 0.00
C -7.40 -7.15 -2.97 0.00
N -6.73 -8.47 -2.68 0.00
C -5.27 -8.46 -3.08 0.00
C -4.59 -7.32 -2.36 0.00
H -4.33 -2.89 -7.54 0.00
H -3.56 -3.78 -6.22 0.00
H -2.80 -2.32 -6.87 0.00
H -5.51 -2.32 -5.41 0.00
H -4.68 -0.92 -6.05 0.00
H -3.08 0.10 -5.01 0.00
H -2.51 -3.28 -0.27 0.00
H -5.05 -4.12 -4.44 0.00
H -7.08 -5.09 -2.60 0.00
H -6.71 -6.12 -1.21 0.00
H -7.39 -7.04 -4.06 0.00
H -8.42 -7.21 -2.61 0.00
H -7.22 -9.23 -3.16 0.00
H -6.80 -8.67 -1.68 0.00
H -5.24 -8.34 -4.16 0.00
H -4.85 -9.43 -2.80 0.00
H -3.54 -7.30 -2.67 0.00
H -4.61 -7.50 -1.28 0.00
C -2.68 3.75 -0.93 0.00
C -1.88 2.56 -0.60 0.00
O -0.63 2.62 -0.36 0.00
O -2.36 1.38 -0.57 0.01
H -2.51 4.53 -0.19 0.00
H -3.74 3.50 -0.98 0.00
H -2.35 4.13 -1.90 0.00
Cl 1.19 -1.25 3.07 -0.01
Ge -0.13 -1.59 1.39 -0.01
Cl -2.03 -2.18 2.28 -0.01
Cl 0.53 -3.45 0.51 -0.01
```

Values from the calculation:
Charge: +2
Energy relative to the best compared isomer or geometry (same formula, charge and spin) (kcal per mole): 0.0
Largest force on an atom (Eh/bohr): 0.0090
Highest occupied orbital energy (alpha / beta) (eV): -12.0 / -12.1
Orbital gap (alpha / beta) (hartree): 0.250 / 0.248
2S+1: 2
Total energy (eV): -166640.9307
E_LUMO (alpha / beta) (eV): -5.19 / -5.30


# 3
Here is one molecule with the formula C23H27FN2O6S from OMol25. Energies are from ωB97M-V/def2-TZVPD.

```
60
Properties=species:S:1:pos:R:3:nbo_charge:R:1
C -0.02 -4.36 3.40 -0.25
H -0.72 -3.95 4.13 0.18
O -0.29 -3.89 2.10 -0.50
C -0.20 -2.56 1.86 0.32
C -0.50 -2.16 0.55 -0.26
C -0.47 -0.82 0.21 -0.18
C -0.15 0.15 1.15 -0.11
C 0.16 -0.26 2.44 -0.10
C 0.13 -1.60 2.80 -0.32
H 0.38 -1.87 3.81 0.22
H 0.42 0.48 3.18 0.21
C -0.14 1.61 0.79 -0.07
N -1.03 2.30 1.72 -0.87
S -2.65 1.93 1.51 2.31
O -2.91 1.56 0.14 -0.94
O -3.39 3.02 2.08 -0.94
C -2.84 0.49 2.55 -0.34
C -3.19 -0.73 2.00 -0.17
C -3.29 -1.84 2.81 -0.23
C -3.02 -1.69 4.16 0.40
C -2.68 -0.48 4.73 -0.29
C -2.59 0.63 3.90 -0.15
H -2.34 1.60 4.29 0.24
H -2.49 -0.41 5.79 0.24
F -3.08 -2.78 4.96 -0.32
H -3.55 -2.81 2.42 0.23
H -3.39 -0.78 0.94 0.25
H -0.91 3.30 1.73 0.41
H -0.53 1.72 -0.23 0.21
C 1.28 2.19 0.89 -0.49
C 2.24 1.31 0.10 0.70
O 2.95 0.51 0.68 -0.63
N 2.28 1.45 -1.24 -0.45
C 1.52 2.35 -2.07 -0.22
H 2.22 2.91 -2.70 0.21
C 0.58 1.57 -3.00 -0.44
H -0.17 1.02 -2.42 0.21
H 0.07 2.26 -3.67 0.22
C 1.38 0.55 -3.83 0.54
C 2.23 -0.33 -2.91 -0.44
C 3.11 0.55 -2.02 -0.23
H 3.79 1.13 -2.64 0.20
H 3.68 -0.07 -1.32 0.25
H 2.85 -0.99 -3.51 0.22
H 1.55 -0.94 -2.30 0.22
O 0.51 -0.27 -4.59 -0.53
C 0.60 0.11 -5.95 -0.09
H -0.16 0.86 -6.18 0.17
C 2.01 0.70 -6.03 -0.09
H 2.76 -0.08 -6.22 0.17
O 2.20 1.26 -4.75 -0.55
H 2.11 1.50 -6.78 0.20
H 0.46 -0.77 -6.56 0.20
H 0.94 3.05 -1.48 0.21
H 1.60 2.16 1.93 0.24
H 1.29 3.23 0.55 0.21
H -0.72 -0.53 -0.80 0.22
H -0.75 -2.91 -0.17 0.23
H -0.14 -5.44 3.35 0.20
H 1.01 -4.13 3.70 0.18
```

Values from the calculation:
SMILES: COc1ccc([C@H](CC(=O)N2CCC3(CC2)OCCO3)NS(=O)(=O)c2ccc(F)cc2)cc1
Charge: 0
Energy relative to the best compared isomer or geometry (same formula, charge and spin) (kcal per mole): 0.0
Largest force on an atom (Eh/bohr): 0.0138
Highest occupied orbital energy (eV): -8.4
Orbital gap (hartree): 0.329
Total energy (eV): -53107.0229
E_LUMO (eV): 0.58


# 4
Here is one molecule with the formula C20H27N3O3S2 from OMol25. Energies are from ωB97M-V/def2-TZVPD.

```
55
Properties=species:S:1:pos:R:3:nbo_charge:R:1
C -0.07 -4.77 -0.37 -0.64
H -0.77 -5.52 -0.02 0.22
H 0.62 -5.23 -1.08 0.21
H -0.63 -3.99 -0.89 0.23
C 0.70 -4.20 0.81 -0.06
H 1.23 -5.01 1.33 0.19
O 1.73 -3.31 0.43 -0.52
C 1.41 -2.06 -0.01 0.34
C 0.14 -1.51 -0.01 -0.35
C -0.08 -0.23 -0.49 0.19
C 0.99 0.54 -0.98 0.25
C 2.26 -0.01 -0.97 -0.30
C 2.49 -1.29 -0.48 0.08
N 3.75 -1.88 -0.50 -0.60
C 4.98 -1.32 -0.32 0.64
O 6.00 -1.92 -0.61 -0.59
C 5.05 0.02 0.29 -0.33
C 5.99 0.97 0.03 -0.19
C 5.89 2.10 0.87 -0.27
C 4.88 1.98 1.78 -0.40
S 4.03 0.50 1.61 0.47
H 4.59 2.67 2.54 0.24
H 6.54 2.96 0.81 0.23
H 6.73 0.86 -0.74 0.24
H 3.76 -2.88 -0.67 0.42
H 3.11 0.54 -1.35 0.23
O 0.66 1.78 -1.46 -0.52
C 1.68 2.67 -1.87 -0.06
C 2.41 3.32 -0.70 -0.64
H 3.16 4.00 -1.07 0.22
H 2.88 2.57 -0.07 0.22
H 1.70 3.87 -0.09 0.21
H 2.39 2.16 -2.53 0.17
H 1.16 3.43 -2.46 0.19
N -1.33 0.39 -0.52 -0.60
C -2.60 -0.12 -0.47 0.30
N -3.57 0.81 -0.66 -0.59
H -3.30 1.78 -0.67 0.38
C -4.97 0.53 -0.50 -0.22
H -5.15 -0.48 -0.87 0.24
H -5.53 1.24 -1.12 0.19
C -5.45 0.62 0.96 -0.23
C -5.28 2.04 1.51 -0.61
H -5.65 2.09 2.53 0.21
H -4.23 2.34 1.51 0.20
H -5.84 2.75 0.90 0.20
C -6.90 0.18 1.05 -0.60
H -7.25 0.22 2.08 0.21
H -7.54 0.84 0.45 0.20
H -7.02 -0.84 0.68 0.21
H -4.83 -0.06 1.55 0.21
S -2.98 -1.71 -0.24 -0.27
H -1.25 1.36 -0.80 0.41
H -0.71 -2.07 0.36 0.26
H 0.02 -3.72 1.52 0.18
```

Values from the calculation:
SMILES: CCOc1cc(NC(=S)NCC(C)C)c(OCC)cc1NC(=O)c1cccs1
Charge: 0
Energy relative to the best compared isomer or geometry (same formula, charge and spin) (kcal per mole): 6.6
Largest force on an atom (Eh/bohr): 0.0160
Highest occupied orbital energy (eV): -7.5
Orbital gap (hartree): 0.292
Total energy (eV): -53462.0455
E_LUMO (eV): 0.41


# 5
Here is one molecule with the formula C4H8OS2 from OMol25. Energies are from ωB97M-V/def2-TZVPD.

```
15
Properties=species:S:1:pos:R:3:nbo_charge:R:1
C 1.11 -0.97 -0.40 -0.43
C 1.73 -0.07 0.61 -0.52
C -1.36 0.40 -0.24 0.42
C -2.71 0.49 0.35 -0.74
O -0.75 1.22 -0.89 -0.56
S -0.71 -1.18 0.25 0.13
S 3.40 0.35 0.00 -0.06
H 1.18 -0.52 -1.39 0.23
H 1.58 -1.86 -0.41 0.21
H 1.15 0.76 0.54 0.22
H 1.68 -0.52 1.58 0.23
H -3.54 -0.01 -0.35 0.25
H -3.02 1.59 0.49 0.25
H -2.82 -0.11 1.24 0.24
H 3.07 0.43 -1.38 0.13
```

Values from the calculation:
SMILES: CC(=O)SCCS
Charge: 0
Energy relative to the best compared isomer or geometry (same formula, charge and spin) (kcal per mole): 20.6
Largest force on an atom (Eh/bohr): 0.0748
Highest occupied orbital energy (eV): -9.2
Orbital gap (hartree): 0.361
Total energy (eV): -27994.8065
E_LUMO (eV): 0.67


# 6
Here is C6H15N2PS as an isolated structure from OMol25. Energies are from ωB97M-V/def2-TZVPD.

```
25
Properties=species:S:1:pos:R:3:nbo_charge:R:1
C -2.43 0.69 -0.94 -0.28
C -1.30 1.05 -1.79 -0.30
C -1.52 -1.43 1.83 -0.64
C 1.54 1.49 0.36 -0.41
C 2.72 -0.19 -1.05 -0.40
C -0.09 -1.00 1.80 -0.74
N -1.15 1.04 -0.36 -0.63
N 1.64 0.12 -0.21 -0.82
P 0.27 -0.72 0.01 1.55
S -0.08 -2.07 -1.25 -0.51
H -3.16 1.46 -0.91 0.19
H -2.72 -0.39 -0.81 0.20
H -0.90 0.16 -2.26 0.20
H -1.26 1.96 -2.25 0.19
H -1.60 -2.41 1.27 0.23
H -1.91 -1.63 2.79 0.22
H -2.26 -0.72 1.46 0.23
H 0.51 1.49 0.60 0.25
H 2.09 1.71 1.33 0.18
H 1.88 2.19 -0.31 0.20
H 2.53 -1.18 -1.39 0.23
H 2.74 0.56 -1.90 0.19
H 3.71 -0.29 -0.50 0.19
H 0.53 -1.80 1.98 0.23
H 0.20 -0.09 2.49 0.25
```

Values from the calculation:
Charge: 0
Energy relative to the best compared isomer or geometry (same formula, charge and spin) (kcal per mole): 0.0
Largest force on an atom (Eh/bohr): 0.0763
Highest occupied orbital energy (eV): -8.2
Orbital gap (hartree): 0.329
Total energy (eV): -29566.8703
E_LUMO (eV): 0.78


# 7
Here is a 4-piece molecular cluster, H8O4 overall from OMol25. Energies are from ωB97M-V/def2-TZVPD.

```
12
Properties=species:S:1:pos:R:3:nbo_charge:R:1
O 9.96 2.85 22.05 -0.99
H 10.24 2.15 22.64 0.50
H 10.48 3.61 22.31 0.48
O 11.99 4.47 20.34 -0.95
H 12.47 4.45 19.50 0.47
H 11.35 3.77 20.27 0.48
O 10.50 1.14 24.15 -0.95
H 10.66 0.22 24.37 0.49
H 9.56 1.26 24.29 0.48
O 8.71 2.90 19.45 -0.96
H 8.50 3.81 19.64 0.46
H 9.24 2.61 20.20 0.49
```

Values from the calculation:
SMILES: O.O.O.O
Charge: 0
Energy relative to the best compared isomer or geometry (same formula, charge and spin) (kcal per mole): 15.9
Largest force on an atom (Eh/bohr): 0.0129
Highest occupied orbital energy (eV): -10.9
Orbital gap (hartree): 0.419
Total energy (eV): -8319.9876
E_LUMO (eV): 0.45


# 8
Here is C28H26IIrN7O2S3 as an isolated structure from OMol25. Energies are from ωB97M-V/def2-TZVPD.

```
68
Properties=species:S:1:pos:R:3:nbo_charge:R:1
Ir 0.17 -0.09 -1.04 1.04
C -0.63 4.67 1.59 -0.77
S 0.77 4.49 0.49 0.53
C 0.40 3.06 -0.35 -0.21
S -0.94 2.09 -0.17 -0.02
N 1.38 2.87 -1.32 -0.16
N 1.30 1.70 -1.89 -0.28
C 1.98 1.55 -3.01 0.17
C 1.75 0.33 -3.74 0.09
C 2.35 0.09 -4.97 -0.15
C 1.99 -1.04 -5.68 -0.14
C 1.03 -1.88 -5.14 -0.19
C 0.48 -1.58 -3.90 0.08
N 0.84 -0.51 -3.20 -0.46
H -0.44 5.55 2.19 0.26
H -0.72 3.79 2.23 0.24
H -1.55 4.81 1.02 0.25
H 2.61 2.35 -3.38 0.24
H 3.07 0.80 -5.36 0.25
H 2.44 -1.26 -6.64 0.25
H 0.70 -2.76 -5.67 0.25
H -0.27 -2.21 -3.45 0.23
C -3.83 0.43 -4.00 -0.67
C -4.09 0.15 -2.56 0.30
N -5.29 0.38 -2.07 -0.40
C -5.51 0.14 -0.78 0.14
C -4.55 -0.37 0.12 -0.01
C -4.95 -0.62 1.56 -0.11
O -3.99 -0.08 2.46 -0.72
C -3.28 -0.63 -0.34 -0.14
C -2.33 -1.28 0.56 0.19
N -1.05 -1.24 0.50 -0.51
C -0.34 -1.90 1.55 0.14
C -0.73 -1.75 2.88 -0.25
C 0.03 -2.32 3.89 -0.17
C 1.17 -3.04 3.59 -0.17
C 1.56 -3.22 2.26 -0.23
C 0.80 -2.64 1.26 -0.18
I 1.37 -2.87 -0.74 0.29
C -2.99 -0.33 -1.73 0.40
O -1.86 -0.46 -2.25 -0.56
H -4.74 0.74 -4.49 0.26
H -3.41 -0.45 -4.49 0.25
H -3.08 1.22 -4.09 0.25
H -6.51 0.35 -0.42 0.22
H -5.00 -1.69 1.75 0.21
H -5.95 -0.22 1.74 0.21
H -4.27 0.80 2.73 0.49
H -2.79 -1.87 1.36 0.21
H -1.60 -1.15 3.11 0.24
H -0.27 -2.18 4.92 0.24
H 1.77 -3.48 4.37 0.25
H 2.44 -3.79 2.02 0.24
N 5.88 0.72 3.61 -0.75
C 4.61 0.42 3.90 0.06
S 4.09 0.02 5.40 -0.06
C 3.67 0.42 2.74 -0.02
C 4.06 0.07 1.45 -0.25
C 3.11 0.00 0.45 0.06
N 1.82 0.29 0.65 -0.53
C 1.45 0.67 1.87 0.05
C 2.33 0.74 2.93 -0.21
H 6.55 0.73 4.37 0.43
H 6.17 1.09 2.72 0.40
H 5.07 -0.23 1.21 0.24
H 3.38 -0.33 -0.55 0.21
H 0.40 0.91 2.01 0.21
H 1.99 1.01 3.92 0.26
```

Values from the calculation:
Charge: +2
Energy relative to the best compared isomer or geometry (same formula, charge and spin) (kcal per mole): 0.0
Largest force on an atom (Eh/bohr): 0.0066
Highest occupied orbital energy (alpha / beta) (eV): -12.7 / -12.7
Orbital gap (alpha / beta) (hartree): 0.232 / 0.157
2S+1: 6
Total energy (eV): -87411.6929
E_LUMO (alpha / beta) (eV): -6.42 / -8.47


# 9
Here is C2H3AuF4O as an isolated structure from OMol25. Energies are from ωB97M-V/def2-TZVPD.

```
11
Properties=species:S:1:pos:R:3:nbo_charge:R:1
C 3.24 3.77 -2.12 1.16
F 3.61 4.57 -3.09 -0.23
F 4.19 2.90 -1.90 -0.21
F 3.01 4.56 -1.05 -0.28
F 1.26 2.80 0.36 -0.30
C 1.91 2.35 -3.68 -0.29
O 1.99 3.15 -2.47 -0.55
Au 0.90 3.58 -1.08 1.86
H 2.58 1.49 -3.59 0.29
H 0.88 2.01 -3.76 0.26
H 2.18 3.00 -4.52 0.28
```

Values from the calculation:
Charge: +2
Largest force on an atom (Eh/bohr): 0.1893
Highest occupied orbital energy (alpha / beta) (eV): -23.4 / -23.5
Orbital gap (alpha / beta) (hartree): 0.406 / 0.253
2S+1: 3
Total energy (eV): -18701.8508
E_LUMO (alpha / beta) (eV): -12.32 / -16.66


# 10
Here is one molecule with the formula C16H15BrFN5O4S from OMol25. Energies are from ωB97M-V/def2-TZVPD.

```
43
Properties=species:S:1:pos:R:3:nbo_charge:R:1
O -1.24 -6.13 2.59 -0.56
F -3.45 5.42 -2.64 -0.32
Br -1.86 -0.36 -1.83 0.08
N 1.95 -3.61 1.07 -0.25
N 1.60 -4.60 1.82 0.00
N 2.06 1.21 1.19 -0.48
N 0.92 -2.69 2.76 -0.25
O -2.11 -4.39 3.80 -0.67
O 2.79 1.95 -0.86 -0.48
O -0.78 1.75 -3.91 -0.51
S 2.48 -0.78 -0.37 0.35
C -1.08 -5.16 3.34 0.76
C 2.44 0.95 0.00 0.38
C 1.56 -2.47 1.67 0.26
C 1.89 -1.12 1.25 -0.29
C 1.70 0.07 1.94 0.20
C -3.78 3.26 -1.49 -0.29
C -3.31 1.99 -1.26 -0.21
C -2.10 3.61 -3.19 -0.33
C -3.12 4.11 -2.43 0.42
C -2.27 1.48 -2.05 -0.14
C -1.68 2.29 -3.06 0.29
N 0.97 -4.03 2.88 -0.02
C 1.16 0.38 3.32 -0.65
C 0.27 -4.86 3.87 -0.33
C 2.64 1.76 -2.24 -0.07
C 0.61 2.06 -3.79 -0.04
C 1.15 1.48 -2.46 -0.48
H -2.90 -4.75 3.39 0.50
H -4.63 3.64 -0.90 0.23
H -3.83 1.34 -0.54 0.24
H -1.65 4.29 -3.90 0.24
H 1.94 0.91 3.91 0.23
H 0.82 -0.49 3.90 0.24
H 0.32 1.08 3.23 0.24
H 0.11 -4.33 4.81 0.25
H 0.74 -5.84 4.01 0.27
H 2.99 2.65 -2.75 0.20
H 3.24 0.92 -2.59 0.18
H 0.73 3.14 -3.81 0.17
H 1.17 1.63 -4.61 0.20
H 0.52 1.84 -1.60 0.23
H 1.03 0.40 -2.47 0.23
```

Values from the calculation:
SMILES: Cc1nc(OCCCOc2cc(F)ccc2Br)sc1-c1nnn(CC(=O)O)n1
Charge: 0
Energy relative to the best compared isomer or geometry (same formula, charge and spin) (kcal per mole): 0.0
Largest force on an atom (Eh/bohr): 0.0746
Highest occupied orbital energy (eV): -8.6
Orbital gap (hartree): 0.329
Total energy (eV): -116068.8923
E_LUMO (eV): 0.37


- The lowest total energy belongs to which entry?
  C34H31Cl4FGeN5O6W